# 1
{"formula": "C26H24N2O9", "method": "ωB97M-V with the def2-TZVPD basis set", "elements": ["C", "C", "C", "C", "C", "N", "O", "C", "O", "O", "C", "C", "N", "H", "H", "H", "H", "H", "H", "H", "H", "H", "H", "H", "H", "C", "C", "C", "O", "C", "C", "C", "O", "H", "H", "H", "H", "C", "C", "C", "O", "C", "C", "C", "O", "H", "H", "H", "H", "C", "C", "C", "O", "C", "C", "C", "O", "H", "H", "H", "H"], "xyz": [[2.781, -1.657, -0.971], [3.016, -1.350, -2.105], [3.064, -0.804, -3.466], [1.723, -1.019, -4.166], [0.465, -0.483, -3.463], [-0.203, 0.648, -4.154], [4.070, -1.493, -4.249], [4.914, -0.599, -4.815], [5.929, -0.870, -5.361], [4.402, 0.657, -4.667], [3.690, 0.618, -3.413], [2.859, 1.863, -3.236], [2.369, 2.069, -1.875], [2.632, -1.890, 0.054], [1.777, -0.659, -5.197], [1.626, -2.104, -4.242], [0.671, -0.225, -2.424], [-0.259, -1.300, -3.434], [0.371, 0.955, -4.932], [-0.235, 1.442, -3.521], [4.454, 0.573, -2.626], [2.028, 1.889, -3.937], [3.511, 2.698, -3.509], [1.467, 1.627, -1.759], [3.016, 1.695, -1.193], [-2.457, 0.457, -0.821], [-3.721, 0.355, -0.422], [-4.533, 1.558, -0.115], [-5.683, 1.464, 0.253], [-3.880, 2.883, -0.272], [-2.615, 2.985, -0.668], [-1.808, 1.778, -0.972], [-0.647, 1.873, -1.319], [-1.843, -0.407, -1.043], [-4.217, -0.597, -0.296], [-4.491, 3.747, -0.044], [-2.114, 3.937, -0.788], [1.584, 1.935, 4.394], [1.520, 1.669, 3.092], [2.375, 0.623, 2.479], [2.309, 0.382, 1.291], [3.309, -0.112, 3.367], [3.374, 0.154, 4.668], [2.515, 1.198, 5.286], [2.572, 1.436, 6.472], [0.971, 2.692, 4.865], [0.852, 2.191, 2.419], [3.927, -0.866, 2.895], [4.047, -0.367, 5.338], [-5.562, -2.667, 4.203], [-5.086, -1.580, 3.602], [-3.777, -1.599, 2.906], [-3.344, -0.606, 2.358], [-3.018, -2.874, 2.898], [-3.494, -3.961, 3.498], [-4.804, -3.944, 4.199], [-5.236, -4.935, 4.745], [-6.514, -2.679, 4.717], [-5.621, -0.639, 3.586], [-2.067, -2.861, 2.382], [-2.960, -4.903, 3.508]], "atomic_forces_ev_per_a": [[0.24, -0.03, -0.08], [-0.35, 0.00, -0.06], [0.13, 0.25, 0.21], [-0.21, -0.11, 0.01], [-0.42, 0.04, -0.34], [0.56, 0.08, 0.26], [0.22, -0.18, 0.30], [-0.35, 0.30, -0.14], [-0.07, -0.08, -0.22], [0.25, -0.15, 0.33], [0.07, -0.35, -0.38], [0.19, 0.36, 0.19], [-0.06, -0.08, -0.53], [-0.02, -0.03, 0.02], [0.09, 0.14, 0.04], [0.11, 0.01, -0.06], [0.09, -0.01, 0.00], [0.05, -0.04, 0.08], [-0.17, -0.08, -0.09], [-0.16, -0.05, -0.05], [-0.08, 0.14, 0.07], [-0.02, -0.06, 0.02], [0.02, -0.05, -0.04], [0.09, 0.02, 0.31], [-0.12, -0.05, 0.10], [-0.03, -0.02, -0.03], [0.03, -0.01, -0.08], [-0.02, -0.01, 0.05], [0.01, 0.00, 0.00], [0.03, 0.02, 0.00], [-0.03, 0.02, 0.00], [0.02, -0.05, 0.07], [-0.07, 0.05, -0.01], [0.01, 0.02, -0.02], [-0.02, 0.00, 0.00], [-0.02, -0.01, 0.01], [0.02, -0.01, -0.01], [-0.02, 0.00, -0.03], [-0.01, 0.03, 0.04], [-0.05, 0.06, -0.05], [0.04, -0.06, 0.05], [0.01, -0.01, 0.03], [0.00, -0.02, -0.03], [0.00, 0.00, 0.01], [0.00, 0.00, 0.00], [0.01, -0.01, 0.02], [0.01, -0.01, -0.02], [0.00, 0.01, -0.02], [-0.01, 0.02, 0.02], [0.00, 0.03, -0.01], [-0.04, -0.02, 0.02], [-0.04, 0.05, 0.00], [0.06, -0.03, 0.03], [0.01, -0.03, 0.02], [0.02, 0.02, -0.02], [-0.01, -0.01, 0.01], [0.00, 0.00, 0.00], [0.00, -0.02, 0.00], [0.02, 0.01, -0.02], [0.00, 0.02, 0.00], [-0.02, -0.01, 0.01]], "lowdin_charge": [0.16, -0.03, -0.38, -0.08, -0.25, 0.01, 0.10, -0.55, 0.18, 0.09, -0.21, -0.20, 0.05, 0.03, 0.13, 0.13, 0.08, 0.10, 0.05, 0.03, 0.17, 0.10, 0.12, 0.02, 0.06, 0.03, 0.01, -0.38, 0.11, 0.03, 0.03, -0.36, 0.07, 0.12, 0.12, 0.12, 0.12, 0.02, 0.03, -0.38, 0.08, 0.02, 0.02, -0.38, 0.11, 0.12, 0.12, 0.12, 0.12, 0.02, 0.03, -0.38, 0.09, 0.02, 0.02, -0.38, 0.11, 0.12, 0.12, 0.12, 0.12], "e_homo_ev": -9.33, "total_charge": 0, "smiles": "C#C[C@]1(CCN)OC(=O)O[C@H]1CN.O=C1C=CC(=O)C=C1.O=C1C=CC(=O)C=C1.O=C1C=CC(=O)C=C1"}

# 2
{"formula": "C26H24N4O", "method": "ωB97M-V with the def2-TZVPD basis set", "elements": ["C", "N", "C", "C", "C", "C", "C", "C", "H", "H", "C", "C", "C", "N", "C", "C", "C", "C", "C", "C", "H", "H", "H", "H", "H", "H", "H", "C", "N", "C", "O", "C", "C", "C", "C", "C", "C", "H", "H", "C", "N", "H", "H", "H", "H", "H", "H", "H", "C", "H", "H", "H", "H", "H", "H"], "xyz": [[-0.585, -4.432, -1.581], [-0.171, -4.106, -0.237], [0.123, -2.795, 0.077], [0.739, -2.452, 1.288], [0.982, -1.135, 1.614], [0.638, -0.092, 0.762], [0.037, -0.425, -0.443], [-0.218, -1.741, -0.779], [-0.687, -1.935, -1.729], [-0.249, 0.337, -1.151], [0.965, 1.322, 1.194], [2.445, 1.559, 1.108], [3.250, 1.974, 2.129], [4.543, 2.088, 1.698], [4.599, 1.743, 0.378], [5.682, 1.701, -0.491], [5.441, 1.306, -1.789], [4.156, 0.958, -2.212], [3.080, 0.998, -1.355], [3.289, 1.398, -0.035], [2.096, 0.718, -1.696], [4.010, 0.651, -3.237], [6.259, 1.262, -2.493], [6.674, 1.968, -0.158], [5.324, 2.375, 2.261], [2.991, 2.198, 3.147], [0.682, 1.421, 2.252], [0.216, 2.412, 0.414], [-1.212, 2.211, 0.484], [-2.013, 2.208, -0.601], [-1.637, 2.509, -1.717], [-3.427, 1.805, -0.317], [-3.716, 0.717, 0.503], [-5.027, 0.341, 0.719], [-6.062, 1.059, 0.118], [-5.775, 2.140, -0.718], [-4.461, 2.499, -0.938], [-4.215, 3.321, -1.593], [-6.582, 2.681, -1.188], [-7.405, 0.684, 0.351], [-8.494, 0.382, 0.544], [-5.260, -0.506, 1.347], [-2.914, 0.143, 0.946], [-1.594, 1.964, 1.384], [0.496, 2.415, -0.640], [0.479, 3.390, 0.837], [1.463, -0.909, 2.556], [1.037, -3.214, 1.989], [0.420, -5.166, 0.545], [1.517, -5.128, 0.540], [0.108, -6.127, 0.142], [0.073, -5.111, 1.579], [0.168, -4.156, -2.330], [-0.764, -5.503, -1.653], [-1.520, -3.922, -1.822]], "atomic_forces_ev_per_a": [[-0.05, 0.12, -0.05], [-0.05, -0.28, -0.07], [-0.10, 0.14, 0.05], [0.08, -0.15, 0.08], [-0.10, 0.08, -0.15], [-0.15, -0.03, 0.14], [0.06, 0.03, 0.22], [-0.02, -0.17, -0.19], [-0.04, -0.07, -0.10], [-0.03, 0.15, -0.11], [0.15, 0.18, -0.12], [-0.12, 0.18, 0.49], [-0.34, -0.05, -0.03], [0.33, 0.13, 0.27], [-0.25, -0.16, -0.47], [0.11, 0.01, -0.03], [0.15, 0.04, 0.08], [-0.13, -0.07, -0.19], [0.06, 0.00, -0.05], [0.45, 0.12, 0.09], [-0.09, -0.03, -0.07], [-0.03, -0.03, -0.08], [0.07, 0.00, -0.04], [0.10, 0.02, 0.00], [-0.10, -0.04, -0.07], [-0.06, 0.03, 0.16], [0.01, 0.00, -0.07], [0.16, 0.00, 0.06], [0.09, -0.01, 0.28], [-0.10, 0.06, 0.28], [0.01, 0.04, -0.27], [-0.28, -0.15, -0.10], [0.08, 0.15, -0.07], [-0.21, 0.06, -0.03], [0.91, 0.20, -0.13], [-0.01, -0.10, 0.09], [0.17, -0.02, 0.02], [0.02, 0.05, -0.07], [-0.04, 0.03, -0.01], [-0.53, -0.15, 0.09], [-0.34, -0.10, 0.06], [-0.02, -0.04, 0.02], [0.08, -0.05, 0.03], [-0.11, 0.01, -0.13], [0.00, 0.04, 0.08], [0.05, -0.14, -0.13], [0.06, 0.02, 0.10], [0.01, -0.11, 0.04], [0.03, 0.06, 0.13], [0.02, -0.03, 0.04], [-0.01, 0.04, 0.02], [0.08, -0.07, 0.03], [-0.03, 0.01, -0.05], [-0.01, 0.04, 0.01], [0.01, -0.02, -0.10]], "lowdin_charge": [-0.08, -0.20, -0.24, -0.02, -0.03, -0.20, -0.05, -0.01, 0.10, 0.10, -0.22, -0.15, -0.04, 0.08, -0.21, -0.03, -0.10, -0.09, -0.01, -0.11, 0.10, 0.10, 0.10, 0.11, 0.15, 0.12, 0.15, -0.12, 0.08, -0.47, 0.08, -0.12, -0.01, -0.01, -0.23, -0.01, 0.00, 0.12, 0.12, -0.19, 0.16, 0.12, 0.12, 0.14, 0.12, 0.14, 0.12, 0.09, -0.08, 0.10, 0.08, 0.08, 0.10, 0.08, 0.08], "e_homo_ev": -7.56, "total_charge": 0, "smiles": "CN(C)c1ccc([C@H](CNC(=O)c2ccc(C#N)cc2)c2c[nH]c3ccccc23)cc1"}

# 3
{"formula": "C26H24N4O4", "method": "ωB97M-V with the def2-TZVPD basis set", "elements": ["C", "H", "O", "C", "C", "C", "C", "C", "C", "H", "H", "N", "N", "C", "C", "C", "C", "C", "C", "C", "C", "O", "H", "H", "H", "H", "C", "O", "N", "C", "C", "O", "N", "C", "H", "H", "H", "C", "C", "C", "C", "C", "C", "C", "H", "H", "H", "H", "H", "H", "H", "H", "H", "H", "H", "H", "H", "H"], "xyz": [[-1.408, -6.391, -0.027], [-1.571, -7.455, -0.060], [-2.512, -5.596, -0.021], [-2.585, -4.360, -0.061], [-1.464, -3.736, -0.330], [-1.633, -2.267, -0.159], [-2.900, -1.674, 0.067], [-3.985, -2.290, -0.066], [-3.927, -3.660, -0.012], [-4.719, -4.337, 0.191], [-4.983, -1.635, 0.169], [-2.952, -0.031, -0.213], [-1.733, 0.253, 0.269], [-1.566, 1.806, 0.468], [-2.606, 2.613, -0.171], [-2.569, 3.993, 0.137], [-3.491, 4.643, -0.414], [-4.710, 4.170, -0.926], [-4.682, 2.961, -1.130], [-3.786, 2.091, -0.467], [-3.956, 0.585, -0.756], [-4.981, 0.129, -1.021], [-5.667, 2.487, -1.422], [-5.534, 4.901, -1.204], [-3.447, 6.052, -0.665], [-1.524, 4.492, 0.413], [-0.250, 1.964, 0.973], [0.219, 3.443, 0.858], [0.319, 1.109, 1.703], [1.826, 1.207, 2.001], [2.545, 0.164, 1.281], [1.890, -0.891, 0.689], [3.907, 0.115, 1.460], [4.588, 1.058, 1.978], [5.625, 0.836, 2.084], [4.282, 1.638, 3.032], [4.573, 2.080, 1.194], [4.656, -0.967, 1.093], [5.425, -0.432, -0.336], [6.712, -0.439, -0.295], [7.613, -0.152, -1.315], [6.722, 0.593, -2.288], [5.381, 0.575, -2.466], [4.725, -0.020, -1.388], [3.591, 0.250, -1.461], [5.106, 1.015, -3.328], [7.494, 0.798, -3.329], [8.742, -0.301, -1.457], [7.384, -0.939, 0.327], [3.812, -1.684, 0.554], [5.353, -1.372, 1.529], [2.193, 2.238, 1.483], [2.109, 1.304, 2.921], [0.110, 0.122, 1.552], [-0.563, -1.660, -0.202], [-0.474, -3.918, -0.056], [-0.992, -6.253, -1.139], [-0.852, -6.141, 0.759]], "atomic_forces_ev_per_a": [[0.04, -0.40, -6.27], [-1.12, -0.24, 0.57], [-4.72, -6.88, 1.35], [-3.97, 3.39, -0.89], [0.97, 8.68, 1.45], [2.75, -0.05, -0.50], [8.19, 6.34, -3.18], [-9.55, -2.99, 2.04], [2.93, -2.23, -0.04], [-0.88, -0.14, -0.13], [2.33, -2.30, -1.13], [5.99, -8.11, 3.22], [-1.40, 9.23, 0.65], [-1.52, -8.24, -3.08], [3.64, 0.04, 5.48], [7.56, -0.48, 0.67], [-4.61, 10.62, -2.47], [0.00, 9.56, 0.17], [-4.99, -10.31, -0.10], [-0.81, -2.60, -4.91], [1.90, 7.15, 3.01], [-5.28, -2.84, -2.63], [1.32, 0.09, -0.24], [1.23, -1.18, 0.19], [0.22, -4.30, 1.43], [-2.50, -1.44, -0.30], [0.22, 11.83, -1.40], [-1.43, -7.77, 0.63], [4.91, -3.01, 2.18], [-2.64, 3.33, -8.02], [-1.55, -7.12, -1.85], [2.98, 5.45, 2.63], [-6.22, -4.18, -0.29], [3.04, 12.06, 3.30], [0.67, -0.19, 0.09], [0.34, -1.97, -2.39], [0.33, -2.39, 2.04], [-8.22, 0.83, -13.09], [-5.28, -1.86, 4.35], [8.58, -1.73, -0.71], [-4.39, 3.69, -3.12], [8.68, -1.91, -4.30], [2.41, -1.45, 3.61], [-4.67, 3.14, -2.69], [1.77, -1.54, 0.87], [-2.04, 1.19, -2.47], [-2.72, 0.21, 2.81], [-2.17, 0.36, 0.61], [-0.39, -1.12, 3.02], [2.41, 1.06, 1.99], [6.66, -3.80, 5.94], [-1.10, -1.90, 1.12], [1.03, 0.28, 5.76], [-0.53, 0.08, 0.04], [-3.35, -1.42, 0.13], [1.38, -1.49, -0.45], [0.38, 0.04, 2.48], [3.20, 0.92, 2.80]], "lowdin_charge": [-0.06, 0.09, -0.04, -0.37, -0.01, 0.03, -0.16, -0.10, 0.06, 0.10, 0.19, 0.04, 0.16, 0.02, -0.13, -0.07, -0.13, -0.13, -0.09, -0.03, -0.47, 0.12, 0.15, 0.14, 0.20, 0.16, -0.29, -0.21, 0.12, -0.03, -0.26, -0.09, -0.20, -0.15, 0.08, 0.16, 0.18, -0.02, -0.21, -0.16, -0.01, -0.10, -0.10, -0.05, 0.16, 0.07, 0.16, 0.13, 0.10, 0.19, 0.03, 0.18, 0.06, 0.13, 0.15, 0.09, 0.16, 0.06], "e_homo_ev": -8.13, "total_charge": 0, "de_lowest_ev": 22.249}

# 4
{"formula": "C26H24N6O2", "method": "ωB97M-V with the def2-TZVPD basis set", "elements": ["C", "N", "C", "C", "C", "C", "C", "N", "C", "C", "C", "C", "C", "C", "C", "C", "C", "C", "C", "C", "C", "H", "H", "H", "H", "H", "H", "H", "H", "H", "H", "H", "H", "H", "H", "H", "H", "H", "C", "N", "C", "O", "N", "C", "C", "C", "C", "O", "N", "C", "N", "H", "H", "H", "H", "H", "H", "H"], "xyz": [[-0.890, 5.757, -0.457], [-0.125, 4.544, -0.333], [-0.183, 3.675, 0.723], [0.861, 2.791, 0.669], [1.056, 1.864, 1.832], [1.954, 0.727, 1.417], [2.253, 0.256, 0.136], [3.314, -0.632, 0.189], [4.071, -1.174, -0.924], [3.753, -0.735, 1.512], [2.917, 0.122, 2.289], [3.320, 0.537, 3.546], [4.538, 0.049, 4.028], [5.377, -0.731, 3.238], [5.043, -1.038, 1.909], [1.647, 3.132, -0.529], [0.955, 4.220, -1.156], [1.533, 5.134, -2.021], [2.829, 4.856, -2.477], [3.487, 3.719, -2.009], [2.948, 2.901, -0.995], [-0.532, 6.273, -1.346], [-1.950, 5.524, -0.584], [-0.769, 6.416, 0.415], [-0.921, 3.758, 1.503], [1.560, 2.391, 2.723], [1.778, 0.446, -0.820], [4.885, -1.767, -0.500], [3.443, -1.820, -1.545], [4.512, -0.392, -1.560], [2.704, 1.265, 4.059], [4.837, 0.348, 5.025], [6.322, -1.085, 3.636], [5.781, -1.404, 1.194], [1.016, 6.070, -2.248], [3.280, 5.546, -3.186], [4.481, 3.484, -2.395], [3.550, 2.129, -0.521], [-3.135, 3.508, 6.076], [-2.772, 2.567, 5.041], [-3.703, 1.535, 4.981], [-4.655, 1.461, 5.767], [-3.523, 0.571, 3.976], [-4.528, -0.474, 4.029], [-2.448, 0.632, 3.121], [-1.490, 1.662, 3.190], [-1.665, 2.731, 4.143], [-0.925, 3.720, 4.169], [-0.469, 1.335, 2.280], [-0.874, 0.172, 1.701], [-2.055, -0.302, 2.196], [-2.385, 4.287, 6.175], [-4.115, 3.924, 5.812], [-3.253, 2.939, 7.002], [-4.333, -1.239, 3.287], [-4.540, -0.916, 5.032], [-5.516, -0.029, 3.861], [-0.228, -0.278, 0.945]], "atomic_forces_ev_per_a": [[-0.36, 0.09, -0.04], [-0.16, -0.52, -0.20], [0.73, 0.28, -0.83], [-0.55, 0.68, -0.06], [-0.33, -0.36, 0.26], [-0.05, -0.39, -0.65], [-0.13, -0.63, 0.94], [-0.49, 0.25, 0.46], [-0.11, -0.06, -0.15], [-0.04, 1.90, -0.82], [0.37, -0.06, -0.49], [0.57, -0.67, 0.19], [-0.91, 0.47, 0.39], [0.11, -0.41, -0.83], [0.22, -0.30, 1.05], [-0.32, 0.72, 0.25], [-0.15, 0.68, 2.26], [0.93, -0.22, -0.69], [-1.24, 0.23, -0.06], [0.22, -0.73, 0.61], [0.28, 0.21, -0.57], [-0.37, 0.11, 0.23], [0.04, 0.13, 0.00], [0.06, -0.23, -0.21], [-0.11, 0.14, -0.07], [-1.38, -0.81, -1.15], [0.06, 0.07, 0.25], [-0.26, 0.04, -0.32], [0.11, 0.07, 0.07], [-0.18, -0.09, 0.26], [0.24, -0.11, 0.37], [0.17, -0.12, -0.04], [0.02, 0.25, -0.05], [-0.19, -0.22, 0.50], [0.42, -0.44, -0.22], [0.13, -0.27, 0.17], [-0.23, 0.13, 0.23], [0.05, 0.23, -0.30], [0.00, 0.45, 0.27], [0.38, -0.75, -1.07], [-0.42, -0.70, -0.21], [1.30, 0.12, -1.09], [-0.27, 0.70, 0.79], [-0.38, -0.33, -0.08], [2.19, 0.11, -0.77], [-0.99, -0.62, 0.70], [0.89, 1.02, -0.17], [-0.89, -0.71, 0.50], [1.31, -0.77, -0.62], [-1.19, 0.47, 1.40], [0.72, 0.75, -0.39], [0.04, -0.08, -0.15], [0.26, 0.15, 0.25], [0.07, 0.36, -0.07], [0.19, 0.06, -0.13], [0.04, 0.05, -0.27], [0.21, -0.18, -0.02], [-0.62, -0.13, 0.38]], "lowdin_charge": [-0.02, -0.10, 0.01, -0.12, -0.06, -0.15, -0.03, -0.09, -0.01, -0.16, -0.13, -0.02, -0.09, -0.09, -0.02, -0.10, -0.15, -0.02, -0.09, -0.09, -0.04, 0.07, 0.10, 0.10, 0.13, 0.17, 0.14, 0.07, 0.09, 0.10, 0.11, 0.10, 0.10, 0.10, 0.10, 0.10, 0.10, 0.10, -0.02, 0.02, -0.42, 0.05, 0.01, -0.02, -0.22, -0.09, -0.34, 0.04, 0.08, -0.11, 0.13, 0.09, 0.10, 0.10, 0.08, 0.10, 0.10, 0.13], "e_homo_ev": -7.86, "total_charge": 0, "de_lowest_ev": 0.000, "smiles": "Cn1c(=O)c2c(ncn2C(c2cn(C)c3ccccc23)c2cn(C)c3ccccc23)n(C)c1=O"}

The following gap between HOMO and LUMO values (in eV) correspond, in order, to the records above: 7.5, 7.6, 7.2, 8.5.